1.
A molecular structure, C4H3CoLiO, computed with the ωB97M-V functional and the def2-TZVPD basis.

Each line ends with the Mulliken charge.
Element x y z (Å)
C1 1.90707 -0.75874 0.85599  -0.212
C2 1.56564 -0.01560 -0.16676  -0.222
H1 2.68044 -1.52881 0.96418  0.436
H2 1.88559 0.01896 -1.21710  0.397
Co1 0.42880 0.42722 1.62293  0.417
C3 -0.56596 1.13754 -0.01539  -0.615
C4 -1.74183 0.57145 -0.14013  0.858
O1 -2.49565 -0.35434 -0.31902  -0.533
H3 -0.42466 2.19110 -0.26961  0.504
Li1 -3.23943 -1.68878 -1.31511  0.969

Forces on atoms 1 to 2 (eV/Å):
C -0.3224 0.7928 -0.5252
C -0.2949 -0.5880 -0.4007

Values from the calculation:
Highest occupied orbital energy (alpha / beta) (eV): -15.857 / -19.022
Calculated total energy (hartree): -1618.84681
Maximum force (hartree/bohr): 0.082
Lowest unoccupied orbital energy (alpha / beta) (eV): -9.03 / -12.18
Frontier orbital gap (alpha / beta) (eV): 6.8292 / 6.8394
2S+1: 6
Charge: +2
ΔE to the lowest compared entry with this formula, charge and spin (kcal/mol): 0.0

=====

2.
C2H4N2O2 in the gas phase, computed with the ωB97M-V functional and the def2-TZVPD basis.

Each line ends with the Mulliken charge.
Element x y z (Å)
C1 -0.10136 1.24711 0.31259  -0.225
C2 -0.08474 -0.16297 -0.31643  -0.600
N1 1.33356 -0.41103 -0.58971  -0.028
N2 0.94138 1.92689 0.19054  0.440
O1 1.40565 3.00013 0.37042  -0.545
O2 1.88799 0.62492 -1.00718  -0.421
H1 -1.04058 1.41475 0.72358  0.454
H2 -0.48719 -0.91704 0.20728  0.417
H3 -0.57321 -0.10007 -1.19270  0.250
H4 1.71920 -1.09475 0.16581  0.257

Forces on atoms 1 to 2 (eV/Å):
C 0.4528 -2.4243 -0.6061
C 4.0245 2.8017 0.1093

Values from the calculation:
Highest occupied orbital energy (alpha / beta) (eV): -8.494 / -8.511
Calculated total energy (hartree): -338.36913
Maximum force (hartree/bohr): 0.095
Lowest unoccupied orbital energy (alpha / beta) (eV): 0.33 / 0.19
Frontier orbital gap (alpha / beta) (eV): 8.8269 / 8.6965
2S+1: 1
ΔE to the lowest compared entry with this formula, charge and spin (kcal/mol): 178.3

=====

3.
C7H10FNO2S in the gas phase, computed with the ωB97M-V functional and the def2-TZVPD basis.

Each line ends with the Mulliken charge.
Element x y z (Å)
C1 2.40220 -0.95655 0.73327  -0.060
C2 1.63350 0.12785 1.20366  -0.448
C3 2.47889 -1.33450 -0.53400  -0.507
C4 0.93821 0.84208 0.33669  -0.585
C5 1.49048 -0.76537 -1.54579  -0.695
C6 0.47445 0.20987 -0.84556  0.503
C7 -3.02392 0.77270 0.39407  -0.667
N1 -2.60380 -0.40088 -0.31490  -0.361
O1 -1.07368 -2.37859 -0.52843  -0.689
O2 -0.97708 -0.91265 1.44588  -0.605
F1 -0.13024 0.93421 -1.80844  -0.353
S1 -1.03290 -1.07883 0.05438  1.207
H1 2.92590 -1.63232 1.50038  0.251
H2 2.04203 0.54618 2.11388  0.463
H3 2.97807 -2.19969 -0.92243  0.364
H4 0.73856 1.89382 0.54426  0.364
H5 1.95550 -0.31325 -2.40126  0.463
H6 0.80059 -1.51209 -1.94852  0.336
H7 -2.81387 1.59893 -0.32686  0.250
H8 -4.08954 0.88883 0.73272  0.244
H9 -2.39881 0.78636 1.30403  0.268
H10 -2.81734 -0.47185 -1.23374  0.257

Forces on atoms 1 to 2 (eV/Å):
C 1.3988 -3.9839 1.5023
C 1.7509 1.4137 0.3066

Values from the calculation:
Highest occupied orbital energy (eV): -8.652
Calculated total energy (hartree): -975.89802
SMILES string: CNS(=O)(=O)[C@@]1(F)C=CC=CC1
Maximum force (hartree/bohr): 0.087
Lowest unoccupied orbital energy (eV): -0.23
Frontier orbital gap (eV): 8.4267
2S+1: 1
ΔE to the lowest compared entry with this formula, charge and spin (kcal/mol): 18.2

=====

4.
A gas-phase ion, C3H8N2PS (charge +1), computed with the ωB97M-V functional and the def2-TZVPD basis.

Each line ends with the Mulliken charge.
Element x y z (Å)
C1 -1.59527 -0.07595 -0.23033  -0.557
C2 -1.40323 1.18620 0.60578  -0.563
C3 0.96741 -0.40711 -0.61846  -0.392
N1 1.93938 -0.52503 0.29082  -0.304
N2 -0.34208 -0.93824 -0.16970  -0.038
P1 3.42441 0.02067 0.13220  0.091
S1 -0.10318 2.31825 -0.20912  -0.033
H1 -2.49603 -0.57170 0.16360  0.360
H2 -1.71800 0.14729 -1.31346  0.331
H3 -2.36007 1.77574 0.64511  0.414
H4 -0.79380 0.82761 1.43019  0.333
H5 1.02822 -0.15803 -1.71518  0.479
H6 -0.18283 -1.15111 0.80743  0.395
H7 -0.27647 -1.65547 -0.87667  0.382
H8 3.91153 -0.79312 1.05780  0.101

Forces on atoms 1 to 2 (eV/Å):
C -0.4420 0.9536 -1.5988
C 1.8703 0.4927 -2.0015

Values from the calculation:
Highest occupied orbital energy (alpha / beta) (eV): -13.228 / -12.518
Calculated total energy (hartree): -967.74922
SMILES string: P=[N+]=C[NH2+]CC[S-]
Maximum force (hartree/bohr): 0.078
Lowest unoccupied orbital energy (alpha / beta) (eV): -5.61 / -5.97
Frontier orbital gap (alpha / beta) (eV): 7.6183 / 6.5499
2S+1: 1
Charge: +1
ΔE to the lowest compared entry with this formula, charge and spin (kcal/mol): 60.6

=====

5.
C19H19N3O4 in the gas phase, computed with the ωB97M-V functional and the def2-TZVPD basis.

Each line ends with the Mulliken charge.
Element x y z (Å)
C1 0.50031 -2.30741 -7.54299  -1.428
C2 0.03876 -2.31895 -6.11983  0.995
C3 0.91500 -1.98878 -5.09014  -0.783
C4 0.49489 -1.97482 -3.77529  -0.354
C5 -0.82423 -2.29572 -3.46283  0.211
C6 -1.70607 -2.63071 -4.48897  -0.740
C7 -1.27683 -2.63956 -5.80001  -0.525
H1 -1.96756 -2.89961 -6.58878  0.366
H2 -2.72420 -2.88110 -4.23274  0.459
C8 -1.33978 -2.30907 -2.07668  0.668
O1 -2.43279 -2.67592 -1.74776  -0.567
O2 -0.40319 -1.82848 -1.21033  0.073
N1 -0.81119 -1.86629 0.13226  -0.765
C9 -0.05521 -1.29810 0.96718  0.502
C10 -0.46058 -1.34774 2.41098  -0.199
H3 -0.58128 -2.38527 2.72506  0.406
H4 -1.43066 -0.85930 2.52528  0.230
C11 0.59184 -0.63463 3.25895  -1.103
N2 0.80105 0.70279 2.75877  0.137
C12 0.38122 1.83154 3.39257  1.363
C13 0.79199 3.09872 2.92709  -0.331
C14 0.39901 4.25251 3.55683  -0.599
C15 -0.42441 4.19177 4.67915  -0.252
C16 -0.84754 2.95243 5.15587  -0.861
C17 -0.45457 1.79830 4.52682  -0.523
H5 -0.82549 0.86253 4.91107  0.235
H6 -1.49616 2.91944 6.01773  0.454
N3 -0.83150 5.38622 5.33300  0.995
O3 -1.52774 5.28468 6.32799  -0.633
O4 -0.46151 6.44879 4.86470  -0.633
H7 0.72509 5.21748 3.20035  0.458
H8 1.44721 3.17664 2.07603  0.382
C18 1.30454 0.76995 1.39774  -0.948
H9 0.69940 1.49101 0.83694  0.603
H10 2.34636 1.11901 1.39147  0.351
C19 1.23414 -0.58235 0.67962  -0.774
H11 2.05618 -1.22911 0.99910  0.423
H12 1.33913 -0.42060 -0.39381  0.214
H13 0.29455 -0.60797 4.30435  0.438
H14 1.54334 -1.17675 3.20766  0.284
H15 1.18767 -1.72441 -2.98706  0.384
H16 1.94026 -1.74195 -5.32626  0.367
H17 -0.10786 -2.96850 -8.15515  0.373
H18 1.54179 -2.61177 -7.61648  0.366
H19 0.41662 -1.29890 -7.94945  0.280

Forces on atoms 1 to 2 (eV/Å):
C -0.0055 0.0675 -0.0274
C -0.0085 -0.0263 0.1119

Values from the calculation:
Highest occupied orbital energy (eV): -8.384
Calculated total energy (hartree): -1200.52601
SMILES string: Cc1ccc(C(=O)ON=C2CCN(c3ccc([N+](=O)[O-])cc3)CC2)cc1
Maximum force (hartree/bohr): 0.029
Lowest unoccupied orbital energy (eV): -0.14
Frontier orbital gap (eV): 8.2413
2S+1: 1
ΔE to the lowest compared entry with this formula, charge and spin (kcal/mol): 142.3

=====

6.
2 unconnected molecules or ions with the total composition H6N2, computed with the ωB97M-V functional and the def2-TZVPD basis.

Each line ends with the Mulliken charge.
Element x y z (Å)
N1 -0.91086 1.20225 1.19256  -0.662
H1 -0.42310 0.64326 0.48529  0.222
H2 -1.25129 2.04687 0.72206  0.222
H3 -1.73691 0.66672 1.47799  0.225
N2 0.81126 -1.20245 -0.89189  -0.672
H4 1.04633 -1.59417 -1.80944  0.237
H5 1.49737 -1.57139 -0.22574  0.215
H6 0.96721 -0.19109 -0.95084  0.214

Forces on atoms 1 to 2 (eV/Å):
N -0.2313 -0.0109 -0.3711
H -0.3946 0.1658 0.3698

Values from the calculation:
Highest occupied orbital energy (eV): -9.969
Calculated total energy (hartree): -113.10141
SMILES string: N.N
Maximum force (hartree/bohr): 0.011
Lowest unoccupied orbital energy (eV): 1.04
Frontier orbital gap (eV): 11.0114
2S+1: 1
ΔE to the lowest compared entry with this formula, charge and spin (kcal/mol): 1.8